[1]
DFT (ωB97M-V/def2-TZVPD) results for one molecule with the formula C3H4O3S at a distorted geometry.

Results
- E_LUMO (eV) = -0.96
- HOMO energy (eV) = -9.774
- energy above the lowest of the compared OMol25 structures with the same formula, charge and spin (eV) = 5.2300
- E_tot (Eh) = -740.4674

Structure (XYZ):
```
11
C3H4O3S, DFT ωB97M-V/def2-TZVPD
C -0.340 -1.244 -0.131
C 0.427 -0.195 -0.100
C 1.632 0.675 -0.084
O -2.322 0.496 1.349
O -1.614 -1.292 -0.328
O -1.267 0.996 -0.741
S -2.440 0.321 -0.052
H -0.138 -2.236 0.126
H 1.758 1.686 -0.536
H 2.477 0.160 -0.513
H 1.826 0.633 1.009
```

Here are the natural (NBO) charges for atoms 1 to 4, given in e:
1. C 0.035
2. C 0.344
3. C -0.734
4. O -0.924

=====

[2]
DFT (ωB97M-V/def2-TZVPD) results for a 2-piece molecular cluster, C3H12NO overall at a distorted geometry.

Results
- E_LUMO (eV) = -3.05
- net charge = +1
- HOMO energy (eV) = -16.165
- energy above the lowest of the compared OMol25 structures with the same formula, charge and spin (eV) = 0.5212
- E_tot (Eh) = -251.2512

Structure (XYZ):
```
17
C3H12NO, DFT ωB97M-V/def2-TZVPD
C 1.709 0.869 1.040
C 1.285 -0.352 0.255
N -0.245 -0.442 0.273
C -0.807 -1.492 -0.646
H 1.262 0.831 2.030
H 2.784 0.810 1.184
H 1.538 1.803 0.515
H 1.471 -0.296 -0.820
H 1.683 -1.270 0.644
H -0.565 0.450 -0.110
H -0.512 -0.492 1.235
H -0.617 -1.092 -1.631
H -1.785 -1.801 -0.306
H -0.177 -2.380 -0.549
H -2.342 2.420 -1.051
H -2.681 0.903 -1.160
O -1.999 1.533 -0.902
```

Here are the natural (NBO) charges for atoms 1 to 4, given in e:
1. C -0.646
2. C -0.202
3. N -0.510
4. C -0.425